1.
The ion C2H7N3O3P with charge -1. Source: the OMol25 dataset; level of theory: ωB97M-V/def2-TZVPD.

Summary:
HOMO energy   -4.2 eV
Calculated total energy   -22092.48826 eV
Energy relative to the best compared isomer or geometry (same formula, charge and spin)   107.8 kJ/mol
LUMO   0.143 Ha
Kohn-Sham gap   8.11 eV
2S+1   1
Charge   -1

```
16
Properties=species:S:1:pos:R:3:forces:R:3:nbo_charge:R:1
P 1.826 0.069 -0.021 -1.6 -1.4 1.3 2.25
O 3.016 -1.011 0.342 1.0 -0.3 -1.3 -1.03
O 2.305 0.725 -1.268 -0.4 0.4 -0.5 -1.19
O 1.367 0.827 1.212 0.6 -0.8 -1.4 -1.16
N -1.176 1.074 -0.675 2.3 -0.6 0.0 -0.86
N -0.918 -1.062 0.317 0.1 -0.5 1.4 -0.51
N -2.557 0.299 1.017 -2.7 1.7 2.6 -0.81
C 0.234 -1.298 -0.485 0.9 2.4 0.5 -0.57
C -1.464 0.073 0.286 2.3 -1.8 -4.1 0.53
H -0.094 -0.897 -1.460 0.9 -1.2 -0.5 0.19
H -0.122 1.060 -0.894 -2.1 0.1 0.1 0.40
H 3.539 -1.106 -0.517 -1.1 0.3 1.7 0.49
H 0.529 -2.351 -0.335 0.2 0.6 -0.8 0.21
H -1.303 1.891 -0.128 0.0 1.5 0.0 0.35
H -2.129 0.565 1.891 -0.6 -0.2 1.1 0.37
H -3.055 1.141 0.717 0.1 -0.4 -0.1 0.34
```
Forces are in eV/Å.

---

2.
A structure of composition C24H17BrIN2O4SbSe4Tc. Source: the OMol25 dataset; level of theory: ωB97M-V/def2-TZVPD.

Summary:
HOMO energy   -11.2 eV
Calculated total energy   -384592.34213 eV
LUMO   -0.179 Ha
Kohn-Sham gap   6.34 eV
2S+1   1
Charge   +1

```
55
Properties=species:S:1:pos:R:3:forces:R:3:nbo_charge:R:1
I -0.662 1.054 -4.233 0.0 0.6 -0.4 0.13
Sb -3.345 0.835 0.085 -1.0 -0.3 -0.9 1.47
Tc -0.509 0.393 -0.625 0.7 -0.2 0.5 0.63
Br -0.815 -5.151 4.196 0.0 0.6 0.0 0.09
Se -2.733 -0.341 -2.153 -0.4 -0.2 0.5 0.03
Se -3.752 3.016 0.711 0.1 0.7 0.1 -0.43
Se -3.838 -2.153 -1.047 0.4 -0.1 -0.4 0.02
Se -5.309 -0.753 0.109 -0.1 0.2 0.3 -0.11
O 1.347 -0.333 2.806 0.6 -1.4 1.3 -0.58
O -0.445 2.412 0.399 -0.7 0.3 -1.0 -0.71
O 0.978 0.152 0.691 -0.3 -0.8 -1.2 -0.72
O -1.973 -0.162 1.046 0.8 0.2 0.3 -0.88
N -0.232 -1.571 -1.051 0.1 0.0 0.7 -0.40
N 1.312 0.315 -1.825 -2.1 -0.1 0.7 -0.39
C -0.960 -2.319 1.167 -1.2 0.1 1.8 -0.20
C -0.171 4.087 2.078 -0.8 0.7 -1.1 -0.30
C 3.179 0.154 -3.918 -1.1 0.3 1.6 -0.09
C -0.969 1.758 -2.231 -0.7 1.2 0.3 -0.77
C 2.144 1.243 -2.039 1.8 3.1 0.9 0.12
C 1.203 3.623 4.001 -1.3 0.3 -0.9 -0.22
C 0.933 1.954 2.269 -0.4 -1.9 0.0 -0.26
C -0.654 -3.364 2.023 0.2 0.8 -0.1 -0.11
C 1.479 -3.137 -3.899 0.4 -1.5 -1.5 -0.19
C 0.584 -2.997 -2.863 -0.1 0.1 0.5 -0.21
C 0.095 2.812 1.591 0.5 0.3 0.5 0.37
C 1.130 0.449 1.947 -1.2 2.9 -0.7 0.82
C 1.413 2.348 3.482 0.3 2.0 1.5 -0.14
C -2.348 -1.463 3.017 -0.8 0.0 -1.0 -0.26
C -2.034 -2.615 3.754 -2.6 2.3 2.0 -0.18
C -0.333 -2.443 -0.120 0.4 -1.1 -0.5 0.22
C 2.372 -2.192 -4.281 -0.7 0.3 0.9 -0.16
C 3.073 1.249 -3.093 1.0 0.6 -0.3 -0.25
C -1.847 -1.353 1.730 1.2 0.5 -0.3 0.43
C 2.361 -0.962 -3.575 0.7 0.5 -1.1 -0.09
C -1.133 -3.476 3.317 1.2 -2.9 -1.2 -0.08
C 0.342 4.482 3.283 2.1 1.7 1.3 -0.17
C 0.537 -1.835 -2.192 0.8 0.7 -0.2 0.11
C 1.423 -0.766 -2.567 -1.1 -3.1 -0.1 0.24
H 0.055 -4.020 1.618 0.8 -1.4 0.0 0.22
H 0.133 -3.456 -0.265 -0.3 1.1 -0.1 0.21
H -3.109 -0.727 3.357 0.9 -0.6 -0.1 0.25
H -2.028 2.105 -2.234 0.3 -0.4 -0.2 0.20
H 3.823 0.166 -4.758 0.6 -0.2 -0.6 0.24
H 2.111 2.037 -1.273 0.1 0.0 -0.8 0.22
H 3.058 -2.383 -5.063 0.6 0.0 -0.7 0.23
H 0.359 5.586 3.603 -0.7 -1.8 -0.5 0.23
H -0.498 2.763 -2.152 0.4 -0.9 0.0 0.23
H 1.628 3.974 4.931 0.1 -0.3 0.0 0.23
H -0.736 4.835 1.471 0.3 -0.9 0.4 0.23
H -2.586 -2.751 4.699 0.6 0.0 -0.4 0.25
H -1.168 3.036 0.195 0.0 -0.2 -0.1 0.53
H 0.038 -3.866 -2.600 -0.8 -0.4 0.3 0.23
H 1.975 1.710 4.095 0.7 -1.2 0.3 0.24
H 3.722 2.145 -3.217 -0.6 -0.8 0.0 0.25
H 1.379 -4.103 -4.398 0.6 0.3 -0.2 0.23
```
Forces are in eV/Å.

---

3.
A cluster of 3 separate species, C4H8O2 in total. Source: the OMol25 dataset; level of theory: ωB97M-V/def2-TZVPD.

Summary:
HOMO energy   -8.7 eV
Calculated total energy   -8370.70365 eV
Energy relative to the best compared isomer or geometry (same formula, charge and spin)   248.7 kJ/mol
LUMO   0.032 Ha
Kohn-Sham gap   9.59 eV
2S+1   1
Charge   0

```
14
Properties=species:S:1:pos:R:3:forces:R:3:nbo_charge:R:1
O 1.387 -0.301 1.867 0.1 0.1 0.1 -0.68
O 2.431 1.754 -0.076 -0.9 0.0 -1.0 -0.51
C -0.398 -0.718 0.382 0.1 0.1 0.2 -0.28
C 0.152 -0.009 1.365 -0.4 -0.1 -0.3 0.12
C -1.773 -0.454 -0.158 -0.1 0.1 0.0 -0.63
C 1.650 1.734 -0.901 0.9 0.1 1.0 0.51
H 0.174 -1.543 -0.038 -0.1 0.1 0.1 0.21
H -2.215 0.440 0.297 0.1 -0.1 -0.1 0.21
H 0.367 -0.600 -3.064 0.0 0.0 0.0 0.00
H -1.747 -0.300 -1.243 0.0 0.0 0.1 0.22
H -0.370 0.830 1.828 0.1 -0.1 -0.1 0.16
H -2.451 -1.296 0.032 0.1 0.1 0.0 0.21
H 1.676 0.422 2.435 0.0 -0.1 -0.1 0.48
H 0.484 -0.247 -2.420 0.0 0.0 -0.1 0.00
```
Forces are in eV/Å.

---

4.
The ion C2H3N2O2 with charge +1. Source: the OMol25 dataset; level of theory: ωB97M-V/def2-TZVPD.

Summary:
HOMO energy (spin up / spin down)   -15.8 / -15.8 eV
Calculated total energy   -9185.23904 eV
Energy relative to the best compared isomer or geometry (same formula, charge and spin)   490.6 kJ/mol
LUMO (spin up / spin down)   -0.317 / -0.317 Ha
Kohn-Sham gap (spin up / spin down)   7.19 / 7.20 eV
2S+1   1
Charge   +1

```
9
Properties=species:S:1:pos:R:3:forces:R:3:nbo_charge:R:1
O 1.287 1.598 2.291 0.5 -0.4 -0.3 0.06
O -0.274 -1.917 -1.788 0.8 -2.3 -2.1 -0.42
N 0.299 -0.335 -0.323 0.8 1.8 1.3 -0.60
N 0.700 1.000 1.500 -0.8 1.6 1.6 0.34
C -0.571 -0.988 -1.183 -4.0 3.4 2.8 0.57
C -0.048 0.717 0.543 1.7 -3.9 -3.3 0.19
H -1.598 -0.472 -0.959 0.8 -1.1 -1.3 0.10
H -1.010 1.113 0.337 -1.0 0.9 0.7 0.31
H 1.213 -0.716 -0.419 1.3 0.0 0.6 0.44
```
Forces are in eV/Å.

---

5.
A cluster of 2 separate species, C4H11NO in total. Source: the OMol25 dataset; level of theory: ωB97M-V/def2-TZVPD.

Summary:
HOMO energy   -8.1 eV
Calculated total energy   -7863.66103 eV
Energy relative to the best compared isomer or geometry (same formula, charge and spin)   86.1 kJ/mol
LUMO   0.029 Ha
Kohn-Sham gap   8.88 eV
2S+1   1
Charge   0

```
17
Properties=species:S:1:pos:R:3:forces:R:3:nbo_charge:R:1
O -1.885 -1.294 -0.991 0.1 0.0 -0.1 -0.96
N -0.927 1.126 0.662 0.1 0.0 -0.4 -0.81
C 1.070 1.818 -0.576 0.1 0.8 0.7 -0.64
C 0.348 -1.687 1.038 0.2 0.5 0.0 -0.65
C 0.310 0.737 0.119 -0.1 -0.2 0.6 0.17
C 0.865 -0.456 0.347 0.3 -0.5 -0.6 -0.30
H 1.873 -0.578 -0.013 0.3 0.1 -0.3 0.19
H 1.922 1.438 -1.106 0.2 -0.3 -0.5 0.22
H -2.352 -1.059 -1.798 0.0 0.0 0.0 0.47
H -0.972 -1.000 -1.133 -0.1 0.0 0.1 0.48
H -1.425 1.729 0.019 -0.1 0.0 0.2 0.36
H -1.500 0.321 0.879 -0.1 0.1 0.0 0.38
H 0.445 2.451 -1.209 0.0 -0.2 -0.2 0.21
H -0.540 -1.480 1.624 0.0 -0.1 0.4 0.21
H 0.081 -2.491 0.359 -0.1 0.0 -0.4 0.22
H 1.507 2.509 0.156 -0.2 -0.1 0.1 0.22
H 1.181 -2.084 1.621 -0.3 0.0 0.5 0.22
```
Forces are in eV/Å.

---

6.
A cluster of 3 separate species, C19H49BN6O9P2 in total. Source: the OMol25 dataset; level of theory: ωB97M-V/def2-TZVPD.

Summary:
HOMO energy   -8.7 eV
Calculated total energy   -67122.46874 eV
LUMO   0.015 Ha
Kohn-Sham gap   9.06 eV
2S+1   1
Charge   0

```
86
Properties=species:S:1:pos:R:3:forces:R:3:mulliken_charge:R:1
P 1.635 -0.214 -4.478 -4.4 -0.1 1.2 0.60
P -2.329 2.398 2.407 -2.4 0.9 3.7 0.40
O 2.038 -4.107 6.557 -0.2 0.1 0.1 -0.56
O -1.205 1.488 2.725 0.7 -0.1 -2.3 -0.75
O 1.589 -2.541 4.980 0.0 0.0 0.1 -0.53
O -0.998 -3.727 3.598 0.5 0.0 0.4 -0.55
O 2.887 -4.115 0.988 0.1 0.2 -0.1 -0.29
O -0.893 -1.403 3.223 0.2 -0.3 1.1 -0.10
O 2.022 -1.533 2.962 0.0 -0.1 0.1 -0.49
O 1.607 -4.692 4.412 0.6 -0.1 0.1 -0.48
O 2.498 -0.494 -3.312 2.0 0.1 -1.3 -0.86
N -1.885 3.895 3.057 0.2 0.0 -0.3 0.15
N 0.372 -1.370 -4.301 0.0 0.2 0.2 0.29
N -3.296 2.918 1.104 1.3 -1.3 -1.3 0.15
N 1.640 -0.254 -6.180 2.1 -0.6 0.2 0.07
N -3.634 1.725 3.304 0.2 0.2 0.1 0.37
N 1.018 1.345 -4.222 0.4 0.1 -0.1 0.24
C 2.014 2.358 -3.882 0.2 0.0 0.4 -1.15
C -2.786 5.025 3.202 -0.1 0.2 -0.3 -0.77
C 2.030 -4.649 1.970 -0.5 -0.1 -0.1 -1.30
C -0.542 4.354 2.711 0.3 -0.2 0.2 -1.06
C 1.768 -3.811 5.442 -0.3 -0.1 -0.2 0.44
C -3.422 0.328 3.668 0.0 -0.1 0.0 -1.12
C 1.357 -2.616 3.522 0.3 -0.2 0.1 0.56
C -4.291 2.461 4.369 -0.2 0.1 -0.1 -1.12
C 1.621 -1.203 1.619 0.3 0.7 -0.1 0.35
C -4.400 2.043 0.668 -0.2 0.0 0.1 -0.92
C -2.458 3.209 -0.084 0.1 0.5 0.1 -1.03
C 2.889 0.342 -6.713 -0.2 0.4 0.0 -0.95
C 2.113 -3.924 3.292 -0.2 0.3 0.7 0.66
C -0.067 1.937 -4.985 0.1 0.1 -0.3 -0.80
C 1.449 -1.558 -6.842 -0.2 -0.1 -0.1 -0.94
C 4.260 -4.117 1.347 -0.2 0.0 0.4 -0.79
C 0.712 -2.500 -3.440 0.1 -0.1 0.1 -1.24
C 2.798 -0.622 0.861 -0.4 -0.4 -0.2 -1.28
C -1.011 -0.972 -4.102 -0.1 0.0 -0.3 -1.12
B -0.255 -2.584 3.457 -0.2 0.0 -0.9 0.42
H 1.256 -2.073 1.070 -0.1 -0.1 0.2 0.11
H 0.217 2.198 -6.013 0.0 0.0 0.0 0.24
H 2.455 -0.496 -0.169 0.2 0.2 0.0 0.31
H 3.626 -1.326 0.835 0.1 0.1 0.1 0.21
H 3.769 -0.266 -6.482 0.0 0.0 -0.1 0.35
H 2.129 -2.332 -6.474 0.0 0.0 0.0 0.32
H -5.035 1.818 4.842 0.1 -0.1 0.0 0.39
H -1.621 -1.863 -3.949 0.1 0.0 0.1 0.40
H 1.017 -4.535 1.579 0.0 -0.1 -0.1 0.31
H 3.044 1.337 -6.293 0.0 0.0 0.0 0.21
H -1.416 -0.494 -4.994 0.0 0.0 0.0 0.30
H -3.061 3.686 -0.855 0.0 0.0 0.0 0.38
H 4.471 -4.936 2.043 0.1 -0.1 -0.2 0.36
H -0.378 2.856 -4.484 0.1 0.0 0.0 0.36
H -4.085 1.014 0.477 0.0 0.0 0.0 0.31
H 0.610 -2.268 -2.373 0.0 0.0 0.0 0.41
H -1.656 3.902 0.177 0.0 0.0 0.0 0.18
H 3.132 -3.677 3.610 0.2 -0.1 -0.7 0.60
H -3.597 2.812 5.144 0.0 0.0 0.0 0.34
H 0.052 -3.338 -3.679 -0.1 0.1 0.0 0.39
H 2.814 0.453 -7.794 -0.1 0.0 0.0 0.39
H -2.004 2.305 -0.502 0.0 0.0 0.0 0.42
H 2.490 2.794 -4.771 -0.1 0.1 0.0 0.34
H 1.544 3.169 -3.322 -0.1 0.0 0.0 0.36
H 4.524 -3.191 1.865 0.1 0.0 -0.1 0.30
H -2.964 -0.215 2.848 0.1 0.0 0.1 0.23
H -4.379 -0.152 3.889 -0.1 0.2 0.0 0.44
H 0.428 -1.904 -6.724 0.0 0.0 0.2 0.27
H -4.812 2.454 -0.255 0.1 0.0 0.0 0.40
H -2.296 5.780 3.820 0.1 0.0 0.0 0.37
H 2.212 -5.722 2.095 0.1 0.0 0.2 0.37
H 2.791 1.930 -3.251 0.0 -0.1 0.0 0.31
H -5.198 2.035 1.403 0.1 -0.1 0.1 0.28
H -0.513 4.872 1.743 0.0 0.1 0.1 0.33
H -2.770 0.225 4.543 0.0 -0.1 0.0 0.31
H -4.849 3.311 3.976 0.0 0.0 0.0 0.30
H -1.703 -3.572 4.236 -0.4 -0.1 -0.4 0.28
H -1.150 -0.307 -3.240 0.0 0.0 0.0 0.34
H -3.049 5.495 2.246 0.0 0.0 0.0 0.26
H 1.733 -2.829 -3.611 0.0 0.0 0.0 0.33
H -0.176 5.045 3.473 -0.1 0.0 0.0 0.39
H -0.381 -0.663 3.581 -0.1 0.4 -0.6 0.23
H 4.858 -4.215 0.446 0.0 0.0 -0.1 0.23
H 3.097 0.344 1.262 0.1 0.0 0.1 0.35
H -3.702 4.760 3.714 0.0 0.0 -0.1 0.12
H 0.149 3.514 2.672 -0.1 0.0 0.0 0.23
H 0.848 -0.435 1.677 -0.2 -0.2 -0.1 0.28
H -0.940 1.301 -5.026 0.1 -0.1 -0.1 0.15
H 1.626 -1.425 -7.910 0.1 0.1 0.0 0.39
```
Forces are in eV/Å.

---

7.
A cluster of 2 separate species, C3H5NO in total. Source: the OMol25 dataset; level of theory: ωB97M-V/def2-TZVPD.

Summary:
HOMO energy   -9.2 eV
Calculated total energy   -6726.83630 eV
Energy relative to the best compared isomer or geometry (same formula, charge and spin)   264.0 kJ/mol
LUMO   0.020 Ha
Kohn-Sham gap   9.78 eV
2S+1   1
Charge   0

```
10
Properties=species:S:1:pos:R:3:forces:R:3:nbo_charge:R:1
O -0.786 -1.209 -0.334 -0.2 -0.5 0.6 -0.49
N 0.833 1.286 0.930 -0.1 -0.1 -0.6 -0.63
C 0.292 0.843 -1.499 0.2 0.3 0.0 -0.59
C 0.609 1.145 -0.271 0.0 -0.2 0.2 0.41
C -0.604 -1.266 0.857 -0.2 -0.3 -0.3 0.21
H -0.676 1.125 -1.887 0.1 0.1 0.0 0.25
H 0.296 -1.748 1.284 -0.1 0.0 0.0 0.12
H -1.331 -0.847 1.580 0.0 0.0 -0.1 0.12
H 0.434 0.472 1.427 0.2 0.4 0.2 0.35
H 0.934 0.199 -2.086 0.1 0.2 0.0 0.25
```
Forces are in eV/Å.

---

8.
A structure of composition C17H25LaN4O9P2. Source: the OMol25 dataset; level of theory: ωB97M-V/def2-TZVPD.

Summary:
HOMO energy (spin up / spin down)   -14.8 / -14.8 eV
Calculated total energy   -61830.47849 eV
Energy relative to the best compared isomer or geometry (same formula, charge and spin)   868.0 kJ/mol
LUMO (spin up / spin down)   -0.359 / -0.343 Ha
Kohn-Sham gap (spin up / spin down)   5.04 / 5.47 eV
2S+1   1
Charge   +2

```
58
Properties=species:S:1:pos:R:3:forces:R:3:mulliken_charge:R:1
La -0.166 0.011 0.140 -4.1 0.2 3.7 0.52
P -1.036 -1.141 -2.012 0.4 -1.0 -1.2 0.80
P 1.683 0.648 1.800 1.1 1.4 1.1 0.85
O -1.546 4.253 0.639 0.3 -3.0 0.8 -0.51
O -0.461 2.414 1.189 -1.3 1.1 -0.4 -0.49
O 2.570 1.625 -3.274 0.2 -0.5 0.5 -0.62
O -3.366 -1.674 2.292 -1.8 1.1 -0.1 -0.57
O -5.522 -1.286 2.536 2.6 0.9 -0.6 -0.58
O 5.073 -0.152 -1.309 -0.1 -0.1 0.7 -0.58
O -1.853 0.196 1.608 -0.5 0.5 0.0 -0.55
O -6.205 4.753 1.258 0.0 -2.5 0.6 -0.56
O -7.468 3.047 1.855 2.3 0.7 -0.6 -0.56
N -1.543 3.066 0.988 0.6 1.7 0.0 0.75
N 1.058 -1.974 0.150 1.1 -1.1 -0.2 0.22
N -6.370 3.555 1.561 -2.0 1.4 0.0 0.99
N -4.353 -0.917 2.280 -1.3 -1.7 0.6 1.02
C 0.548 -3.052 -0.468 0.4 1.2 0.4 0.85
C 2.675 -0.735 1.449 0.4 -1.6 0.6 -1.17
C -0.040 -1.101 -3.475 0.2 -0.2 -1.3 -1.37
C 2.864 -3.218 1.038 0.6 0.5 0.3 -0.93
C -5.301 1.330 1.917 -0.1 0.3 0.0 -0.31
C 2.344 -4.351 0.436 -0.2 -0.2 -0.1 -0.47
C -4.176 0.512 1.942 0.0 0.3 -0.1 -0.58
C 2.220 -1.975 0.892 -0.7 -0.7 -0.5 1.21
C -5.189 2.683 1.576 1.3 -0.4 -0.1 -0.67
C -0.732 -2.843 -1.266 -0.4 -0.1 -0.1 -1.39
C 1.174 -4.276 -0.326 0.4 -0.4 0.1 -0.80
C 2.445 2.200 1.434 0.6 0.5 0.1 -1.18
C 0.985 0.528 3.437 -0.1 -0.1 0.6 -1.26
C -2.876 0.992 1.615 0.1 0.3 0.0 1.19
C -3.940 3.217 1.251 -0.6 -0.1 0.1 -0.37
C -2.805 2.401 1.270 -0.4 -0.3 0.1 -0.10
C -2.754 -1.025 -2.360 -1.1 -0.2 -0.6 -1.24
H 3.559 -0.771 2.071 0.7 -0.2 -0.3 0.62
H 1.856 0.607 4.091 -0.2 0.0 0.4 0.51
H 1.034 -1.289 -3.305 -0.5 0.0 0.2 0.40
H 1.780 3.038 1.676 0.1 -0.4 0.1 0.39
H 6.042 -0.070 -1.228 -0.5 0.0 -0.1 0.32
H 4.762 -0.452 -0.432 0.5 0.2 -0.7 0.31
H 0.278 1.341 3.641 0.2 -0.1 -0.2 0.31
H 0.476 -0.430 3.612 0.2 0.2 -0.1 0.36
H -0.435 -1.888 -4.121 0.3 0.0 -0.4 0.43
H -2.976 -1.844 -3.044 -0.5 0.0 -0.1 0.43
H -0.133 -0.132 -3.989 -0.1 -0.3 0.2 0.41
H 2.750 2.291 0.382 -0.1 -0.2 0.2 0.37
H 1.816 1.016 -3.270 0.5 0.2 0.0 0.23
H 0.757 -5.146 -0.812 0.1 -0.1 0.0 0.56
H 3.324 2.213 2.078 0.4 0.4 0.0 0.46
H 3.774 -3.248 1.626 0.0 -0.2 -0.1 0.50
H 0.205 1.450 -0.857 0.9 2.8 -2.8 -0.10
H -3.852 4.271 1.000 0.0 -0.2 0.0 0.67
H 3.314 1.154 -2.848 -0.5 0.2 -0.4 0.32
H -0.748 -3.513 -2.134 0.0 -0.2 0.3 0.59
H -1.594 -3.107 -0.621 0.3 0.1 -0.3 0.43
H -6.281 0.933 2.162 0.1 -0.1 0.0 0.67
H -3.393 -1.111 -1.468 0.4 -0.1 -0.2 0.38
H 2.850 -5.308 0.550 -0.1 0.2 0.0 0.46
H -2.981 -0.067 -2.846 0.1 -0.2 0.0 0.40
```
Forces are in eV/Å.

---

Ordered F_max results: 5.04, 4.00, 1.36, 5.91, 1.06, 4.59, 0.78, 5.49; unit eV Å⁻¹.